No. 1
{"formula": "C3H8N2O", "method": "ωB97M-V/def2-TZVPD", "e_lumo_ev": 0.8, "orbital_gap_ev": 9.9, "smiles": "CN(C)C(N)=O", "e_tot_ev": -8268.7195, "e_above_lowest_kj_mol": 58.52, "symbols": ["C", "N", "C", "C", "O", "N", "H", "H", "H", "H", "H", "H", "H", "H"], "coordinates": [[-1.273, -0.956, 0.511], [-0.261, -0.097, -0.049], [-0.679, 1.251, -0.350], [0.992, -0.618, -0.293], [1.222, -1.786, -0.543], [2.057, 0.256, -0.214], [-0.825, -1.927, 0.731], [-1.664, -0.516, 1.455], [-2.003, -1.051, -0.302], [-0.097, 1.628, -1.192], [-1.743, 1.254, -0.635], [-0.575, 1.915, 0.517], [2.930, -0.268, -0.166], [1.919, 0.914, 0.530]]}

No. 2
{"formula": "C3H8N2O", "method": "ωB97M-V/def2-TZVPD", "e_lumo_ev": 0.6, "orbital_gap_ev": 9.8, "smiles": "CC/[N+]([O-])=N/C", "e_tot_ev": -8264.3587, "e_above_lowest_kj_mol": 479.27, "symbols": ["C", "C", "C", "N", "N", "O", "H", "H", "H", "H", "H", "H", "H", "H"], "coordinates": [[0.241, -0.003, 2.149], [-0.072, -0.686, -2.406], [-0.512, 0.655, 0.999], [-0.623, -0.287, -1.145], [0.216, 0.398, -0.240], [1.373, 0.633, -0.386], [1.189, 0.450, 2.248], [-0.077, 0.252, 3.165], [0.209, -1.126, 1.843], [0.272, -1.617, -2.203], [0.699, -0.049, -2.850], [-0.772, -0.627, -3.201], [-1.606, 0.181, 0.911], [-0.537, 1.827, 1.117]]}

No. 3
{"formula": "C3H8N2O", "method": "ωB97M-V/def2-TZVPD", "e_lumo_ev": 0.8, "orbital_gap_ev": 10.0, "e_tot_ev": -8267.1217, "e_above_lowest_kj_mol": 212.68, "symbols": ["C", "N", "C", "C", "O", "N", "H", "H", "H", "H", "H", "H", "H", "H"], "coordinates": [[-1.269, -1.053, 0.341], [-0.283, -0.091, -0.118], [-0.684, 1.297, -0.209], [1.027, -0.412, -0.097], [1.455, -1.622, 0.078], [2.094, 0.346, -0.275], [-0.853, -2.056, 0.242], [-1.543, -0.876, 1.391], [-2.170, -0.967, -0.277], [-0.013, 1.831, -0.887], [-1.695, 1.345, -0.625], [-0.683, 1.797, 0.771], [2.514, -0.898, -0.060], [2.103, 1.358, -0.273]]}

No. 4
{"formula": "C3H8N2O", "method": "ωB97M-V/def2-TZVPD", "e_lumo_ev": -0.6, "orbital_gap_ev": 8.4, "e_tot_ev": -8264.5116, "e_above_lowest_kj_mol": 464.52, "symbols": ["C", "C", "N", "C", "O", "N", "H", "H", "H", "H", "H", "H", "H", "H"], "coordinates": [[-0.343, -0.361, 0.393], [-0.130, 0.902, 1.193], [-1.457, -0.594, -0.326], [0.617, -0.290, -1.324], [0.092, -1.464, 1.116], [1.347, 0.757, -1.515], [-0.462, -2.212, 0.857], [-1.924, 0.272, -0.589], [-0.387, -0.332, -1.915], [1.939, 0.980, -0.712], [0.929, -1.336, -1.344], [-0.021, 1.754, 0.523], [0.778, 0.843, 1.793], [-0.980, 1.080, 1.849]]}

No. 5
{"formula": "C3H8N2O", "method": "ωB97M-V/def2-TZVPD", "e_lumo_ev": 0.9, "orbital_gap_ev": 10.5, "smiles": "CNNC(C)=O", "e_tot_ev": -8267.3786, "e_above_lowest_kj_mol": 187.90, "symbols": ["C", "C", "C", "H", "H", "H", "H", "H", "H", "H", "H", "N", "N", "O"], "coordinates": [[2.032, -0.217, -0.406], [-1.535, -0.395, 0.044], [-1.617, 1.122, 0.032], [1.715, 0.336, -1.292], [2.274, -1.227, -0.756], [2.844, 0.373, 0.099], [1.165, -0.470, 1.525], [-0.158, -1.901, 0.082], [-1.236, 1.513, -0.972], [-2.704, 1.383, 0.108], [-0.908, 1.682, 0.824], [0.875, -0.166, 0.595], [-0.262, -0.900, 0.282], [-2.484, -1.134, -0.166]]}

No. 6
{"formula": "C3H8N2O", "method": "ωB97M-V/def2-TZVPD", "e_lumo_ev": 1.0, "orbital_gap_ev": 9.6, "smiles": "C=CCNON", "e_tot_ev": -8262.9035, "e_above_lowest_kj_mol": 619.68, "symbols": ["C", "N", "N", "C", "C", "O", "H", "H", "H", "H", "H", "H", "H", "H"], "coordinates": [[0.217, -0.024, -1.026], [0.157, 0.265, 0.373], [0.087, 2.806, 1.065], [-0.496, -1.344, -0.759], [-0.202, -2.365, 0.059], [0.734, 1.819, 0.386], [0.942, -0.151, 0.870], [0.110, 2.638, 2.070], [-0.862, 2.944, 0.720], [1.211, -0.096, -1.475], [-0.452, 0.647, -1.572], [-1.101, -1.595, -1.624], [-0.615, -3.348, -0.100], [0.271, -2.197, 1.013]]}

What did the third record say?
{"formula": "C3H8N2O", "method": "ωB97M-V/def2-TZVPD", "e_lumo_ev": 0.8, "orbital_gap_ev": 10.0, "e_tot_ev": -8267.1217, "e_above_lowest_kj_mol": 212.68, "symbols": ["C", "N", "C", "C", "O", "N", "H", "H", "H", "H", "H", "H", "H", "H"], "coordinates": [[-1.269, -1.053, 0.341], [-0.283, -0.091, -0.118], [-0.684, 1.297, -0.209], [1.027, -0.412, -0.097], [1.455, -1.622, 0.078], [2.094, 0.346, -0.275], [-0.853, -2.056, 0.242], [-1.543, -0.876, 1.391], [-2.170, -0.967, -0.277], [-0.013, 1.831, -0.887], [-1.695, 1.345, -0.625], [-0.683, 1.797, 0.771], [2.514, -0.898, -0.060], [2.103, 1.358, -0.273]]}